No. 1
The following is a quantum chemistry calculation of a structure of composition C37H91N6NaO15 at a distorted geometry, from OMol25.

Properties
E_LUMO   -0.2358 eV
Energy above the lowest of the compared OMol25 structures with the same formula, charge and spin   0.942 eV
Largest force on an atom   3.0 eV/A
Orbital gap   7.96 eV
Total energy   -83905.93718 eV

Positions of all 150 atoms, in Å:
Na (-14.175, -9.708, -30.179)
O (-13.476, -6.161, -32.465)
C (-13.716, -7.122, -31.561)
O (-12.942, -8.099, -31.547)
O (-14.720, -7.160, -30.851)
H (-12.624, -6.524, -32.718)
C (-11.287, -2.363, -41.354)
O (-12.061, -3.558, -41.318)
C (-11.156, -4.629, -41.742)
C (-11.783, -5.947, -41.276)
N (-11.680, -6.176, -39.803)
C (-12.459, -7.319, -39.360)
C (-12.722, -7.283, -37.849)
O (-13.650, -6.182, -37.654)
C (-14.172, -6.045, -36.336)
H (-10.466, -2.444, -40.642)
H (-11.915, -1.505, -41.113)
H (-10.947, -2.283, -42.387)
H (-10.106, -4.587, -41.450)
H (-11.125, -4.591, -42.831)
H (-11.504, -6.809, -41.881)
H (-12.864, -6.050, -41.365)
H (-12.041, -5.355, -39.338)
H (-11.961, -8.261, -39.589)
H (-13.424, -7.439, -39.853)
H (-11.838, -7.120, -37.231)
H (-13.160, -8.242, -37.572)
H (-14.735, -5.112, -36.298)
H (-13.415, -6.056, -35.552)
H (-14.798, -6.888, -36.043)
C (-13.421, 4.764, -37.268)
O (-12.914, 4.335, -36.037)
C (-12.982, 2.921, -35.908)
C (-12.146, 2.327, -34.752)
N (-12.445, 0.971, -34.387)
C (-11.528, 0.369, -33.402)
C (-12.011, -1.046, -33.036)
O (-11.853, -1.927, -34.088)
C (-12.592, -3.116, -33.897)
H (-13.129, 4.181, -38.142)
H (-13.098, 5.794, -37.417)
H (-14.510, 4.797, -37.250)
H (-12.729, 2.486, -36.875)
H (-14.040, 2.715, -35.745)
H (-12.213, 2.935, -33.850)
H (-11.122, 2.241, -35.116)
H (-12.552, 0.410, -35.220)
H (-11.601, 0.956, -32.487)
H (-10.487, 0.336, -33.725)
H (-13.042, -1.008, -32.684)
H (-11.418, -1.488, -32.236)
H (-13.640, -2.980, -33.629)
H (-12.154, -3.712, -33.097)
H (-12.574, -3.696, -34.820)
C (-16.545, -1.922, -34.375)
O (-16.661, -3.323, -34.353)
C (-16.785, -4.001, -33.071)
C (-16.842, -5.517, -33.137)
N (-18.070, -5.947, -33.710)
C (-18.089, -7.380, -33.911)
C (-19.532, -7.687, -34.551)
O (-19.675, -6.995, -35.773)
C (-20.980, -6.927, -36.342)
H (-17.233, -1.381, -33.724)
H (-16.656, -1.537, -35.388)
H (-15.528, -1.698, -34.054)
H (-17.645, -3.504, -32.621)
H (-15.899, -3.792, -32.472)
H (-16.726, -5.996, -32.165)
H (-16.022, -5.869, -33.764)
H (-18.134, -5.477, -34.601)
H (-18.010, -8.021, -33.033)
H (-17.239, -7.640, -34.542)
H (-20.336, -7.558, -33.827)
H (-19.469, -8.727, -34.872)
H (-21.056, -7.938, -36.743)
H (-20.901, -6.212, -37.160)
H (-21.809, -6.664, -35.685)
C (-7.365, -3.019, -39.850)
O (-8.119, -3.480, -38.739)
C (-8.263, -4.836, -38.678)
C (-9.173, -5.203, -37.507)
N (-8.617, -4.610, -36.264)
C (-9.470, -4.690, -35.076)
C (-9.775, -6.070, -34.546)
O (-10.653, -6.133, -33.472)
C (-10.106, -5.606, -32.232)
H (-7.901, -3.340, -40.742)
H (-6.350, -3.416, -39.874)
H (-7.269, -1.934, -39.882)
H (-7.243, -5.207, -38.576)
H (-8.640, -5.262, -39.608)
H (-9.225, -6.289, -37.437)
H (-10.162, -4.810, -37.747)
H (-8.533, -3.611, -36.379)
H (-10.380, -4.102, -35.199)
H (-8.913, -4.245, -34.251)
H (-8.866, -6.610, -34.277)
H (-10.331, -6.564, -35.342)
H (-9.876, -4.551, -32.377)
H (-9.134, -6.078, -32.088)
H (-10.805, -5.641, -31.396)
C (-15.422, -8.921, -25.305)
O (-16.321, -9.233, -26.335)
C (-16.260, -8.253, -27.350)
C (-16.934, -8.901, -28.582)
N (-16.293, -10.162, -28.870)
C (-17.039, -10.970, -29.860)
C (-17.143, -10.394, -31.279)
O (-15.775, -10.354, -31.909)
C (-15.707, -10.361, -33.309)
H (-14.413, -8.794, -25.698)
H (-15.352, -9.762, -24.615)
H (-15.724, -8.029, -24.755)
H (-15.272, -7.963, -27.708)
H (-16.684, -7.277, -27.113)
H (-16.876, -8.174, -29.392)
H (-18.002, -9.052, -28.422)
H (-16.287, -10.604, -27.961)
H (-18.002, -11.232, -29.422)
H (-16.530, -11.909, -30.078)
H (-17.518, -9.371, -31.244)
H (-17.897, -10.936, -31.850)
H (-16.332, -9.619, -33.806)
H (-16.143, -11.305, -33.635)
H (-14.711, -10.265, -33.743)
C (-13.880, 1.567, -26.634)
O (-12.836, 1.348, -27.606)
C (-11.515, 1.011, -27.049)
C (-10.578, 0.566, -28.197)
N (-11.044, -0.589, -28.955)
C (-11.231, -1.797, -28.091)
C (-11.612, -3.008, -28.876)
O (-12.776, -2.748, -29.629)
C (-13.228, -3.823, -30.452)
H (-14.873, 1.451, -27.070)
H (-13.833, 2.593, -26.269)
H (-13.948, 0.898, -25.776)
H (-11.626, 0.195, -26.334)
H (-11.062, 1.844, -26.513)
H (-9.574, 0.354, -27.829)
H (-10.459, 1.392, -28.898)
H (-11.956, -0.393, -29.343)
H (-11.899, -1.567, -27.261)
H (-10.303, -2.009, -27.559)
H (-11.711, -3.907, -28.267)
H (-10.757, -3.247, -29.509)
H (-13.788, -3.422, -31.298)
H (-13.900, -4.598, -30.083)
H (-12.425, -4.373, -30.941)

***

No. 2
The following is a quantum chemistry calculation of a cluster of 8 separate species, C37H97ClN6O15 in total at a distorted geometry, from OMol25.

Properties
E_LUMO   -7.0695 eV
Charge   +4
Energy above the lowest of the compared OMol25 structures with the same formula, charge and spin   0.000 eV
Largest force on an atom   3.2 eV/A
Orbital gap   9.62 eV
Total energy   -92078.17213 eV

Positions of all 156 atoms, in Å:
C (0.288, -0.289, -6.606)
O (1.113, -0.957, -5.635)
C (1.547, -2.167, -6.180)
C (2.484, -2.906, -5.133)
N (2.642, -2.001, -3.937)
H (2.611, -1.048, -4.226)
H (1.759, -2.136, -3.298)
C (3.795, -2.206, -3.063)
C (4.008, -0.960, -2.187)
O (4.919, -1.349, -1.132)
C (6.252, -1.540, -1.744)
H (-0.610, -0.869, -6.856)
H (0.836, -0.056, -7.529)
H (-0.031, 0.686, -6.211)
H (2.014, -2.036, -7.187)
H (0.691, -2.793, -6.436)
H (3.447, -2.988, -5.710)
H (2.202, -3.898, -4.764)
H (4.682, -2.327, -3.712)
H (3.694, -3.104, -2.486)
H (3.095, -0.661, -1.711)
H (4.411, -0.117, -2.753)
H (6.513, -0.695, -2.368)
H (6.317, -2.497, -2.218)
H (6.922, -1.514, -0.885)
C (-1.263, -4.294, -3.848)
O (-0.240, -4.972, -3.061)
C (-0.707, -5.752, -2.035)
C (-1.108, -5.077, -0.725)
N (0.151, -4.342, -0.321)
H (0.988, -4.944, -0.400)
H (0.304, -3.568, -0.957)
C (0.225, -3.727, 1.024)
C (1.745, -3.696, 1.432)
O (2.175, -4.964, 1.027)
C (3.430, -5.400, 1.632)
H (-2.226, -4.417, -3.329)
H (-1.262, -4.740, -4.819)
H (-1.063, -3.220, -3.884)
H (0.107, -6.450, -1.732)
H (-1.549, -6.381, -2.376)
H (-1.232, -5.847, 0.057)
H (-1.981, -4.383, -0.819)
H (-0.319, -4.442, 1.619)
H (-0.178, -2.721, 1.020)
H (1.887, -3.599, 2.537)
H (2.270, -2.933, 0.867)
H (4.327, -4.954, 1.216)
H (3.522, -6.466, 1.495)
H (3.378, -5.124, 2.665)
C (-1.267, 5.207, -5.577)
O (-0.437, 4.663, -4.538)
C (-1.142, 3.814, -3.731)
C (-0.322, 3.184, -2.730)
N (0.139, 4.221, -1.709)
H (0.019, 5.146, -2.092)
H (-0.411, 4.100, -0.873)
C (1.594, 4.170, -1.355)
C (1.769, 4.975, -0.073)
O (3.174, 4.911, 0.179)
C (3.965, 5.868, -0.520)
H (-2.175, 5.626, -5.155)
H (-1.432, 4.417, -6.321)
H (-0.723, 6.070, -5.935)
H (-1.713, 3.013, -4.247)
H (-1.923, 4.348, -3.176)
H (0.566, 2.758, -3.131)
H (-0.869, 2.467, -2.162)
H (2.264, 4.482, -2.102)
H (1.805, 3.175, -1.055)
H (1.247, 4.470, 0.757)
H (1.395, 6.011, -0.239)
H (3.840, 5.869, -1.608)
H (4.929, 5.463, -0.375)
H (3.828, 6.880, -0.080)
C (-2.924, -4.686, 5.147)
O (-2.659, -3.634, 6.028)
C (-2.633, -4.041, 7.420)
C (-1.380, -3.485, 8.028)
N (-1.462, -2.180, 8.658)
H (-1.920, -2.193, 9.592)
H (-0.507, -1.869, 8.864)
C (-2.038, -1.085, 7.830)
C (-0.939, -0.473, 6.863)
O (0.008, -1.488, 6.514)
C (1.114, -0.894, 5.863)
H (-3.836, -5.238, 5.461)
H (-2.121, -5.460, 5.166)
H (-3.020, -4.291, 4.147)
H (-2.638, -5.139, 7.412)
H (-3.513, -3.666, 7.926)
H (-0.594, -3.460, 7.270)
H (-1.016, -4.203, 8.789)
H (-2.423, -0.349, 8.538)
H (-2.792, -1.492, 7.196)
H (-0.432, 0.369, 7.348)
H (-1.389, -0.042, 6.014)
H (1.724, -0.313, 6.518)
H (0.816, -0.275, 4.990)
H (1.699, -1.709, 5.427)
C (-6.962, 1.400, -5.070)
O (-6.122, 1.462, -3.894)
C (-5.356, 0.355, -3.666)
C (-4.425, 0.634, -2.521)
N (-5.179, 1.097, -1.319)
H (-4.424, 1.581, -0.733)
H (-5.899, 1.745, -1.667)
C (-5.909, 0.093, -0.569)
C (-7.024, 0.743, 0.173)
O (-7.808, 1.321, -0.881)
C (-8.847, 2.172, -0.435)
H (-7.767, 2.153, -5.039)
H (-7.414, 0.395, -5.000)
H (-6.345, 1.640, -5.947)
H (-4.882, 0.051, -4.584)
H (-6.086, -0.492, -3.448)
H (-3.743, 1.425, -2.823)
H (-3.735, -0.137, -2.159)
H (-5.088, -0.343, 0.009)
H (-6.380, -0.640, -1.233)
H (-6.769, 1.523, 0.879)
H (-7.570, -0.062, 0.704)
H (-9.301, 2.702, -1.274)
H (-8.567, 2.899, 0.337)
H (-9.686, 1.562, -0.021)
C (7.037, 4.967, 2.382)
O (5.979, 4.232, 1.955)
C (6.434, 3.183, 1.100)
C (5.254, 2.311, 0.645)
N (4.202, 2.265, 1.723)
H (4.607, 2.198, 2.675)
H (3.796, 3.208, 1.701)
C (3.142, 1.287, 1.399)
C (2.032, 1.453, 2.422)
O (1.626, 2.806, 2.337)
C (0.697, 3.018, 3.456)
H (7.589, 5.413, 1.525)
H (7.675, 4.409, 3.115)
H (6.680, 5.773, 3.006)
H (7.147, 2.574, 1.667)
H (7.025, 3.617, 0.249)
H (5.579, 1.297, 0.377)
H (4.719, 2.823, -0.163)
H (3.505, 0.270, 1.286)
H (2.929, 1.617, 0.343)
H (2.455, 1.174, 3.448)
H (1.219, 0.782, 2.171)
H (-0.157, 2.347, 3.332)
H (0.389, 4.066, 3.501)
H (1.204, 2.855, 4.417)
Cl (0.458, -1.627, -2.042)
O (-3.437, 1.981, 0.423)
C (-1.985, 1.541, 0.581)
O (-1.142, 2.464, 0.617)
O (-1.901, 0.346, 0.524)
H (-3.693, 2.904, 0.528)

***

No. 3
The following is a quantum chemistry calculation of a cluster of 9 separate species, C37H98N8O15 in total at a distorted geometry, from OMol25.

Properties
E_LUMO   0.2455 eV
Largest force on an atom   6.5 eV/A
Orbital gap   8.47 eV
Total energy   -82580.77586 eV

Positions of all 158 atoms, in Å:
C (1.937, -0.604, 3.749)
O (1.396, 0.057, 2.892)
N (1.437, -1.024, 4.853)
N (3.162, -0.897, 3.614)
H (0.466, -0.784, 4.992)
H (2.046, -1.353, 5.588)
H (3.722, -1.369, 4.310)
H (3.595, -0.441, 2.823)
C (2.338, -1.992, -7.774)
O (2.494, -3.345, -8.110)
C (2.565, -4.337, -7.077)
C (1.168, -4.571, -6.424)
N (1.112, -4.155, -4.995)
C (1.426, -2.787, -4.599)
C (1.271, -2.713, -3.093)
O (-0.164, -2.614, -2.835)
C (-0.472, -2.081, -1.534)
H (1.377, -1.774, -7.310)
H (2.432, -1.490, -8.737)
H (3.092, -1.684, -7.049)
H (3.239, -4.095, -6.256)
H (2.882, -5.245, -7.591)
H (0.853, -5.612, -6.497)
H (0.378, -4.084, -6.996)
H (0.152, -4.252, -4.698)
H (0.802, -2.032, -5.077)
H (2.477, -2.645, -4.852)
H (1.784, -1.801, -2.790)
H (1.849, -3.497, -2.603)
H (-1.302, -2.583, -1.037)
H (-0.708, -1.027, -1.677)
H (0.295, -2.339, -0.804)
C (3.293, 5.604, 1.722)
O (2.322, 5.085, 2.672)
C (1.785, 3.816, 2.221)
C (0.623, 3.333, 3.013)
N (-0.477, 4.182, 2.707)
C (-1.727, 3.797, 3.336)
C (-2.742, 4.870, 3.053)
O (-2.461, 6.072, 3.772)
C (-2.963, 7.209, 3.132)
H (2.793, 5.783, 0.770)
H (4.188, 5.002, 1.561)
H (3.657, 6.608, 1.941)
H (2.557, 3.047, 2.254)
H (1.592, 3.774, 1.149)
H (0.904, 3.425, 4.062)
H (0.476, 2.286, 2.747)
H (-0.230, 5.161, 2.734)
H (-1.544, 3.615, 4.395)
H (-2.147, 2.899, 2.882)
H (-3.737, 4.478, 3.263)
H (-2.850, 5.062, 1.986)
H (-2.581, 7.350, 2.121)
H (-2.550, 8.097, 3.610)
H (-4.044, 7.264, 3.267)
C (11.542, -0.284, -1.174)
O (10.862, 0.081, 0.004)
C (9.493, -0.309, 0.030)
C (8.841, 0.152, 1.341)
N (7.433, -0.112, 1.600)
C (6.563, -0.062, 0.400)
C (5.073, -0.238, 0.652)
O (4.316, -0.419, -0.505)
C (2.908, -0.515, -0.230)
H (12.597, -0.009, -1.165)
H (11.166, 0.291, -2.020)
H (11.406, -1.317, -1.493)
H (9.517, -1.392, -0.083)
H (8.978, 0.200, -0.785)
H (8.989, 1.230, 1.404)
H (9.508, -0.255, 2.102)
H (7.049, 0.649, 2.142)
H (6.854, -0.852, -0.293)
H (6.647, 0.859, -0.177)
H (4.799, 0.680, 1.172)
H (4.827, -0.959, 1.431)
H (2.723, 0.425, 0.290)
H (2.471, -1.400, 0.232)
H (2.363, -0.511, -1.174)
C (1.282, 5.147, -2.186)
O (0.567, 4.071, -1.478)
C (-0.478, 4.605, -0.678)
C (-1.507, 3.441, -0.450)
N (-1.954, 3.066, -1.818)
C (-2.618, 1.706, -1.896)
C (-3.514, 1.564, -3.214)
O (-2.786, 1.831, -4.419)
C (-1.802, 0.899, -4.709)
H (0.587, 5.634, -2.871)
H (2.083, 4.694, -2.770)
H (1.693, 5.940, -1.561)
H (-0.948, 5.446, -1.188)
H (-0.190, 4.951, 0.315)
H (-2.353, 3.670, 0.199)
H (-0.942, 2.612, -0.024)
H (-1.091, 2.926, -2.324)
H (-3.282, 1.515, -1.053)
H (-1.986, 0.819, -1.948)
H (-4.175, 2.427, -3.141)
H (-4.058, 0.619, -3.225)
H (-2.120, -0.135, -4.578)
H (-0.873, 1.120, -4.184)
H (-1.533, 1.105, -5.745)
C (-6.118, -1.817, -3.213)
O (-5.674, -1.830, -1.852)
C (-4.346, -2.275, -1.688)
C (-4.168, -2.396, -0.144)
N (-3.865, -1.132, 0.549)
C (-4.913, -0.121, 0.479)
C (-4.573, 1.031, 1.370)
O (-4.635, 0.862, 2.799)
C (-5.854, 0.374, 3.280)
H (-5.750, -2.641, -3.824)
H (-5.813, -0.862, -3.641)
H (-7.203, -1.784, -3.314)
H (-3.556, -1.695, -2.166)
H (-4.284, -3.302, -2.049)
H (-3.410, -3.111, 0.176)
H (-5.051, -2.798, 0.353)
H (-3.603, -1.425, 1.480)
H (-5.904, -0.503, 0.725)
H (-4.978, 0.190, -0.564)
H (-5.079, 1.963, 1.115)
H (-3.495, 1.102, 1.221)
H (-6.075, -0.686, 3.152)
H (-6.676, 0.993, 2.922)
H (-5.930, 0.466, 4.364)
C (-6.321, -2.530, 5.483)
O (-4.944, -2.569, 5.008)
C (-4.823, -3.396, 3.787)
C (-3.347, -3.784, 3.435)
N (-2.550, -2.565, 3.323)
C (-1.158, -2.904, 3.229)
C (-0.706, -3.623, 1.990)
O (-0.907, -5.002, 2.105)
C (-0.581, -5.719, 0.968)
H (-6.989, -3.229, 4.980)
H (-6.701, -1.516, 5.364)
H (-6.348, -2.855, 6.523)
H (-5.085, -2.863, 2.873)
H (-5.501, -4.231, 3.966)
H (-3.391, -4.440, 2.565)
H (-2.901, -4.484, 4.142)
H (-2.674, -1.921, 4.092)
H (-0.724, -3.329, 4.134)
H (-0.883, -1.863, 3.061)
H (0.337, -3.421, 1.747)
H (-1.211, -3.228, 1.109)
H (-0.861, -5.490, -0.061)
H (-0.938, -6.722, 1.201)
H (0.484, -5.840, 0.770)
O (0.981, 1.227, -1.988)
H (0.788, 2.152, -1.833)
H (0.526, 0.766, -1.284)
O (-0.145, 0.256, 0.385)
H (-0.989, -0.097, 0.664)
H (0.351, 0.363, 1.197)

***

We obtain highest occupied orbital energy values of -8.19; -16.68; -8.22 eV for the records listed above, in that order.